[1]
DFT (wB97M-V/def2-TZVPD) results for a 2-piece molecular cluster, C2H8NO overall at a distorted geometry.

## Properties
Energy relative to the best compared isomer or geometry (same formula, charge and spin)   101.1 kJ/mol
Gap between HOMO and LUMO   6.9971 eV

Geometry as ORCA input:
```
! RIJCOSX wB97M-V def2-TZVPD def2/J DEFGRID3
* xyz -1 1
O 0.0447 0.5245 -2.2425
H 0.5418 -0.1056 -2.8049
C -1.0814 0.3867 0.4521
N -0.2018 -0.7384 0.7419
C 1.0828 -0.2932 1.2611
H -0.8501 0.7549 -0.5625
H -2.1093 -0.0325 0.4233
H -1.0340 1.1406 1.2260
H 0.0041 -1.2426 -0.1127
H 1.9843 -0.8875 1.3532
H 0.8907 0.1863 2.2349
H 1.4012 0.5761 0.6463
*
```

[2]
DFT (wB97M-V/def2-TZVPD) results for C56H45N8O5SeSn as an isolated structure at a distorted geometry.

## Properties
Energy relative to the best compared isomer or geometry (same formula, charge and spin)   76.1 kJ/mol
Gap between HOMO and LUMO   6.8662 eV

Geometry as ORCA input:
```
! RIJCOSX wB97M-V def2-TZVPD def2/J DEFGRID3
* xyz -1 1
Sn 0.0300 -0.2137 0.0114
O 4.9559 2.8188 4.8580
C 4.0517 3.4516 4.3085
O 3.8961 4.6570 4.1513
C 2.9477 2.5280 3.7014
C 2.9993 1.1658 3.8835
C 2.0784 0.3074 3.2827
N 1.1223 0.8312 2.4981
C 1.0499 2.1610 2.3396
C 1.9275 3.0536 2.9366
C -0.0304 2.6915 1.4842
C -0.6414 3.8710 1.8672
C -1.6476 4.4116 1.0724
C -1.9874 3.7762 -0.0969
C -1.3090 2.6080 -0.4219
N -0.3842 2.0863 0.3520
C 2.1334 -1.1792 3.4528
C 3.1990 -1.7630 4.1361
C 3.2246 -3.1327 4.3491
C 2.2559 -3.9109 3.7503
C 1.2566 -3.2678 3.0249
N 1.1709 -1.9434 2.9030
H 3.8243 0.8067 4.4790
H 1.8690 4.1084 2.7450
H -0.3376 4.3796 2.8124
H -2.1756 5.3042 1.3855
H -2.7980 4.1129 -0.7092
H -1.5683 2.0321 -1.3001
H 3.9216 -1.1161 4.5963
H 3.9641 -3.5544 5.0135
H 2.2064 -5.0104 3.8425
H 0.4246 -3.8169 2.5943
O -1.8348 0.0485 0.9546
C -2.5433 -0.8210 1.7727
C -1.8842 -2.2771 1.7273
C -1.9104 -2.9659 0.3978
C -2.1563 -4.3423 0.2856
C -2.2325 -4.8956 -0.9711
C -2.0246 -4.0704 -2.0669
C -1.7296 -2.7195 -1.8644
C -1.6447 -1.7542 -3.0193
C -0.6260 -0.5835 -3.0478
O -0.7713 0.2737 -1.9770
C 0.8169 -1.0927 -3.1757
C 1.8569 -0.1845 -3.3217
C 3.2113 -0.5689 -3.3255
C 3.5232 -1.9316 -3.2010
C 2.4928 -2.8564 -3.0999
C 1.1824 -2.4430 -3.1457
C -0.9938 0.1816 -4.3491
C -0.6764 -0.3210 -5.6110
C -1.1091 0.2984 -6.7696
C -1.8136 1.4788 -6.7141
C -2.0747 2.0294 -5.4726
C -1.6674 1.4052 -4.2978
N -1.6480 -2.2315 -0.6252
C -4.0088 -0.9034 1.2705
C -5.0117 -1.4045 2.0844
C -6.3283 -1.4036 1.6655
C -6.6478 -0.9211 0.4146
C -5.6561 -0.4622 -0.4354
C -4.3250 -0.4307 0.0011
C -2.4987 -0.2363 3.1538
C -2.1079 -0.9499 4.2786
C -1.9454 -0.3168 5.5318
C -2.1641 1.0733 5.6142
C -2.5455 1.8089 4.4880
C -2.7283 1.1444 3.2834
H -2.3037 -2.9270 2.4911
H -0.8576 -2.0745 2.0463
H -2.3638 -4.9067 1.1704
H -2.4840 -5.9536 -1.0862
H -2.0992 -4.4638 -3.0632
H -2.6324 -1.2679 -3.0191
H -1.6130 -2.3194 -3.9518
H 1.6250 0.8626 -3.3707
H 3.9825 0.1644 -3.4369
H 4.5472 -2.2768 -3.1463
H 2.7584 -3.9008 -3.0574
H 0.4151 -3.1829 -2.9649
H -0.1807 -1.2711 -5.7050
H -0.9262 -0.1617 -7.7416
H -2.1907 1.8594 -7.6530
H -2.6440 2.9341 -5.3793
H -1.9508 1.8182 -3.3490
H -4.7375 -1.8283 3.0738
H -7.0480 -1.8705 2.3201
H -7.6685 -0.9500 0.0667
H -5.9379 -0.0854 -1.4059
H -3.5294 0.0428 -0.6085
H -1.9551 -2.0145 4.2855
H -1.7256 -0.8922 6.4163
H -2.0374 1.5175 6.5941
H -2.7181 2.8737 4.5657
H -3.0303 1.7303 2.4108
N 5.4166 -2.6681 -0.5153
C 4.2284 -2.6501 0.1707
N 3.3733 -3.7285 -0.0422
O 3.9704 -1.7503 0.9457
H 5.7557 -3.5100 -0.9400
H 6.0827 -2.0002 -0.2004
H 3.3263 -4.1746 -0.9325
H 2.4736 -3.5948 0.3768
Se 4.1715 2.2652 0.0299
N 2.5541 2.1749 -0.7500
C 2.5328 3.1676 -1.6531
C 1.3929 3.4913 -2.4654
C 1.4538 4.6037 -3.2276
C 2.6155 5.4517 -3.2307
C 3.7422 5.1260 -2.5406
C 3.7395 3.9654 -1.7233
N 4.7486 3.6134 -0.9366
H 0.4854 2.8751 -2.4331
H 0.6225 4.8997 -3.8620
H 2.5903 6.3648 -3.7764
H 4.6247 5.7130 -2.5327
*
```

[3]
DFT (wB97M-V/def2-TZVPD) results for C4H5NO2 as an isolated structure at a distorted geometry.

## Properties
Energy relative to the best compared isomer or geometry (same formula, charge and spin)   392.4 kJ/mol
Gap between HOMO and LUMO   10.6848 eV

Geometry as ORCA input:
```
! RIJCOSX wB97M-V def2-TZVPD def2/J DEFGRID3
* xyz 0 1
C 1.1806 -0.3407 -0.5155
C -0.1321 0.3406 0.8620
C -1.2652 -0.5761 0.5450
C 0.1438 0.7680 -0.5624
H 0.9594 -1.3096 -1.1429
H 2.2309 -0.0905 -0.7816
H -0.3497 1.0305 1.7483
H -1.5210 -1.3534 1.2995
H 0.5465 1.8174 -0.5558
N -1.8317 -0.3933 -0.5808
O 1.0885 -0.4509 1.0055
O -1.0502 0.5581 -1.3212
*
```

[4]
DFT (wB97M-V/def2-TZVPD) results for an isolated ion of composition C15H35B2N3O4P and charge +1.

## Properties
Gap between HOMO and LUMO   8.6807 eV
SMILES   CCOB(O)[C@H]1[C@H](CCN(CC)C(C)=O)CC[C@@H](B(O)CC)[N@H+]1[PH2]=N

Geometry as ORCA input:
```
! RIJCOSX wB97M-V def2-TZVPD def2/J DEFGRID3
* xyz 1 1
C -0.5068 2.7938 2.8110
C 0.7437 1.9476 2.5814
O 0.3805 0.5659 2.3831
B 0.5304 -0.0499 1.1970
O 1.7225 -0.0935 0.4993
C -0.7895 -0.7298 0.5298
C -0.8752 -0.4175 -0.9904
C -2.0718 0.4841 -1.3316
C -1.7461 1.9851 -1.2612
N -1.5108 2.5567 -2.5775
C -0.2947 2.0907 -3.2424
C 1.0654 2.2832 -2.5287
C -1.7391 3.9879 -2.6155
C -0.8056 4.9027 -1.8589
O -2.6814 4.4110 -3.2172
C -0.8002 -1.6715 -1.8672
C 0.2959 -2.5986 -1.3500
C -0.0737 -3.1731 0.0227
B 1.2019 -3.7082 0.8848
O 0.8760 -4.8047 1.6284
C 2.6522 -3.1271 0.8552
C 3.0830 -2.4935 2.2080
N -1.0286 -2.2147 0.7463
P -1.3112 -2.6913 2.4669
N -0.2187 -2.2285 3.4370
H -0.5280 3.2104 3.8155
H -1.4010 2.1899 2.6683
H -0.5527 3.6313 2.1147
H 1.4123 1.9823 3.4383
H 1.3109 2.3115 1.7199
H 1.9949 0.6965 0.0230
H -1.6410 -0.2436 1.0141
H 0.0255 0.1469 -1.2367
H -2.8894 0.3007 -0.6282
H -2.4325 0.2546 -2.3353
H -2.5881 2.5170 -0.8166
H -0.8922 2.1405 -0.5711
H -0.2697 2.5709 -4.2207
H -0.4319 1.0265 -3.4476
H 1.5515 1.3240 -2.3336
H 1.7568 2.8514 -3.1487
H 0.9723 2.8138 -1.5804
H -1.1157 5.9307 -2.0214
H 0.2244 4.7837 -2.1933
H -0.8275 4.6722 -0.7914
H -0.5459 -1.3504 -2.8770
H -1.7633 -2.1938 -1.9279
H 0.4099 -3.4525 -2.0181
H 1.2286 -2.0369 -1.3117
H -0.7036 -4.0512 -0.1479
H 1.6386 -5.2154 2.0536
H 2.8001 -2.4055 0.0550
H 3.3279 -3.9608 0.6284
H 2.2387 -2.2026 2.8310
H 3.7286 -3.1643 2.7731
H 3.6601 -1.5905 2.0216
H -1.9408 -2.3738 0.3048
H -2.5658 -2.0783 2.5663
H -1.5492 -4.0556 2.2633
H 0.2811 -2.9887 3.8843
*
```

[5]
DFT (wB97M-V/def2-TZVPD) results for C4H7N2O4 as an isolated structure at a distorted geometry.

## Properties
Energy relative to the best compared isomer or geometry (same formula, charge and spin)   123.4 kJ/mol
Gap between HOMO and LUMO (alpha / beta)   8.0279 / 8.0253 eV

Geometry as ORCA input:
```
! RIJCOSX wB97M-V def2-TZVPD def2/J DEFGRID3
* xyz -1 1
C 1.8049 1.8565 0.0626
C -1.3309 -0.5765 -0.0730
C -0.2612 0.3704 0.6059
C 1.0528 0.4327 -0.1231
N 3.1457 -0.7875 -0.2536
N 1.9583 -0.7508 0.3164
O 1.1425 2.8306 0.3956
O 3.9373 -1.7581 -0.1199
O 1.3390 -1.7756 0.6797
O 3.0425 1.8105 -0.1741
H -0.9445 -0.9869 -0.9625
H -1.6873 -1.4086 0.6467
H -2.1995 0.0132 -0.3313
H -0.2785 -0.1340 1.6339
H -0.5224 1.3496 0.6155
H 0.7966 0.4754 -1.2542
H 3.4857 0.4425 -0.3663
*
```

[6]
DFT (wB97M-V/def2-TZVPD) results for C7H19FNO6PS2 as an isolated structure at a distorted geometry.

## Properties
Gap between HOMO and LUMO   9.6836 eV

Geometry as ORCA input:
```
! RIJCOSX wB97M-V def2-TZVPD def2/J DEFGRID3
* xyz 0 1
C -0.0190 -3.5208 -2.2292
P 0.4792 -1.7780 -2.4400
C 0.9594 -1.8070 -4.1998
N -1.0762 -0.8870 -2.6053
C -2.3304 -1.6447 -2.3436
C -3.5958 -1.0271 -2.9590
O -3.3129 -0.4983 -4.2385
S -0.9335 0.5947 -1.8548
O -0.0022 0.5986 -0.7845
O -0.8903 1.6054 -2.8476
F -2.3428 0.7052 -1.1671
H -0.4121 -3.7077 -1.2305
H -0.7287 -3.9005 -2.9645
H 0.9009 -4.0985 -2.3413
H 1.8441 -2.4375 -4.3041
H 0.1709 -2.1676 -4.8631
H 1.2115 -0.7865 -4.4878
H -2.2020 -2.5985 -2.8377
H -2.4785 -1.8333 -1.2770
H -4.0514 -0.2917 -2.3010
H -4.3178 -1.8409 -3.0791
H -3.5122 0.4439 -4.2553
O 2.9867 3.6205 4.6686
S 2.6298 2.2484 4.8692
O 3.4695 1.2203 4.3377
O 1.1373 2.0304 4.3843
C 0.7897 2.4973 3.0531
C 1.2719 1.5746 1.9575
C 2.3568 1.9434 6.5799
H 1.1701 3.5115 2.9278
H -0.2972 2.5503 3.0693
H 2.3594 1.5746 1.8925
H 0.8692 1.9016 1.0024
H 0.9473 0.5512 2.1429
H 1.6943 2.7101 6.9709
H 3.3296 1.9913 7.0640
H 1.9252 0.9525 6.6906
*
```

Number 1: E_tot -5740.126 eV. Number 2: E_tot -152143.069 eV. Number 3: E_tot -9810.248 eV. Number 4: E_tot -39420.714 eV. Number 5: E_tot -15428.832 eV. Number 6: E_tot -55017.728 eV.